(1)
{"formula": "C6H26N2O5", "method": "ωB97M-V with the def2-TZVPD basis set", "smiles": "CCNCCCCN.O.O.O.O.O", "largest_force_ha_per_bohr": 0.070, "total_energy_ha": -729.80615, "e_above_lowest_kj_mol": 332.5, "elements": ["O", "O", "O", "O", "O", "N", "N", "C", "C", "C", "C", "C", "C", "H", "H", "H", "H", "H", "H", "H", "H", "H", "H", "H", "H", "H", "H", "H", "H", "H", "H", "H", "H", "H", "H", "H", "H", "H", "H"], "positions_angstrom": [[-3.9413, 0.8722, -0.2428], [-1.0143, -0.8368, -3.0176], [0.8786, 2.5071, 3.1697], [-2.8218, 2.8082, -2.1564], [-1.6662, 0.9986, 1.2015], [-1.6652, -1.6881, 2.8336], [2.4507, -0.6252, -1.5368], [1.2383, -1.3521, -1.3011], [3.3127, 1.6143, -1.6820], [1.1224, -1.9758, 0.2072], [0.0470, -1.4281, 1.0477], [2.4705, 0.7007, -0.8513], [-0.3781, -2.2377, 2.2911], [1.4455, 1.0267, -0.7408], [0.2953, -0.9299, -1.6604], [1.3475, -2.3500, -1.7570], [-0.9035, -1.3722, 0.4868], [-4.1292, 0.4321, 0.5951], [-1.6128, -0.7118, 2.5955], [0.9079, -3.0630, 0.1111], [0.3508, 1.7874, 2.8054], [2.8008, 0.4035, 0.1616], [2.7745, -0.7642, -2.4860], [-2.2327, 2.0873, -2.4120], [4.3230, 1.1792, -1.5843], [-0.3427, -3.3144, 2.3103], [0.5399, 3.3107, 2.7692], [-1.7543, -1.7982, 3.8319], [3.0332, 1.7097, -2.7400], [-4.5479, 1.6185, -0.1880], [0.3860, -0.3925, 1.3947], [3.7071, 2.5639, -1.2379], [-2.6068, 3.1263, -1.2747], [-1.4633, 1.8962, 0.9581], [-1.6516, -0.8815, -3.7406], [2.1698, -1.9867, 0.5936], [-1.8106, 0.3853, 0.4896], [-1.5538, -1.1836, -2.3064], [0.4943, -2.1361, 3.0623]], "forces_ev_per_angstrom": [[-0.6, -0.1, 0.3], [-0.9, 0.1, -0.7], [0.1, -0.1, 0.0], [-0.3, 0.3, -0.4], [0.3, 0.0, 2.0], [1.0, -0.7, -1.2], [-0.6, 0.0, 0.6], [0.3, -3.0, 1.7], [2.9, 0.8, 1.1], [1.2, -1.0, -1.8], [-0.6, 1.0, 1.7], [-0.4, -1.9, -0.8], [2.0, 1.2, 2.8], [-0.5, 0.4, -0.1], [0.7, 0.3, 0.5], [-0.1, 0.7, -0.9], [0.5, 0.3, -0.3], [0.2, -0.2, 0.0], [-0.4, 0.5, 0.4], [0.1, 0.5, -0.3], [-0.1, 0.0, 0.0], [0.4, 1.1, -0.3], [0.0, 0.9, 0.2], [0.0, 0.2, 0.5], [-0.2, -0.6, -1.0], [-0.8, -0.6, -1.2], [0.0, 0.0, 0.0], [0.1, 0.0, 0.1], [-0.1, 0.0, 0.5], [0.1, 0.1, -0.5], [-1.0, -1.2, -0.4], [-1.6, -0.1, -0.2], [0.3, -0.4, -0.2], [-0.1, 0.0, -0.9], [0.2, 0.2, -0.3], [-0.9, 0.5, 0.2], [0.0, 0.5, -0.9], [0.0, -0.2, 0.5], [-1.2, 0.5, -0.9]], "mulliken_charge": [-0.580, -0.654, -0.658, -0.616, -0.488, -0.660, -0.412, -0.711, -1.229, -1.026, 0.305, -0.031, -0.728, 0.106, 0.446, 0.390, 0.081, 0.305, 0.274, 0.441, 0.341, 0.179, 0.283, 0.320, 0.336, 0.441, 0.300, 0.236, 0.310, 0.297, 0.063, 0.367, 0.285, 0.207, 0.297, 0.359, 0.252, 0.311, 0.259]}


(2)
{"formula": "C6H26O7", "method": "ωB97M-V with the def2-TZVPD basis set", "largest_force_ha_per_bohr": 0.122, "total_energy_ha": -770.69010, "e_above_lowest_kj_mol": 556.8, "elements": ["O", "O", "O", "O", "O", "O", "O", "C", "C", "C", "C", "C", "C", "H", "H", "H", "H", "H", "H", "H", "H", "H", "H", "H", "H", "H", "H", "H", "H", "H", "H", "H", "H", "H", "H", "H", "H", "H", "H"], "positions_angstrom": [[-15.7335, 8.1163, -11.9216], [-18.9242, 7.2272, -8.7913], [-14.3909, 5.8683, -11.1769], [-16.8777, 6.8335, -10.3394], [-15.6463, 5.7280, -9.0752], [-17.3274, 10.8814, -7.7304], [-17.9097, 5.0382, -11.2350], [-15.0640, 10.7562, -8.2296], [-19.9537, 3.9864, -10.4858], [-19.9934, 5.9323, -12.0846], [-16.7856, 9.2058, -9.3080], [-19.2747, 5.2867, -10.8497], [-16.4832, 10.5870, -8.7892], [-17.4824, 7.1149, -9.6529], [-19.1714, 6.4391, -8.3075], [-17.7819, 9.1168, -9.7411], [-16.6397, 11.2502, -9.6400], [-16.1004, 6.4672, -9.4798], [-19.0863, 7.9451, -8.1793], [-19.6428, 6.8425, -12.5710], [-19.4898, 3.5120, -9.6210], [-17.4272, 6.3601, -10.9641], [-17.5761, 4.5443, -10.4824], [-16.7819, 8.3713, -8.6068], [-16.3044, 5.0339, -9.0369], [-20.0016, 5.2779, -12.9563], [-14.7758, 10.0230, -7.4764], [-21.0519, 6.0681, -11.8624], [-14.3072, 10.6264, -9.0034], [-21.0343, 3.9923, -10.3429], [-19.3299, 5.9547, -9.9901], [-19.8555, 3.2670, -11.2988], [-14.7767, 5.9459, -12.0495], [-16.0780, 8.9121, -10.0832], [-14.9182, 11.6871, -7.6816], [-17.0797, 10.2169, -7.0834], [-16.3245, 7.9085, -11.1978], [-15.6879, 7.3088, -12.4336], [-15.1402, 5.7533, -10.5925]], "forces_ev_per_angstrom": [[0.7, 1.7, -2.1], [-0.4, 0.4, 0.8], [0.9, -0.5, -1.3], [-3.3, 4.1, -1.5], [2.9, -3.4, 4.4], [-1.6, 0.5, 0.8], [-1.8, -1.8, -0.6], [0.7, -0.3, -0.5], [0.0, -1.1, -0.5], [-0.3, -0.6, -0.1], [0.4, -0.3, -0.7], [-1.7, 0.4, -1.8], [1.5, -0.7, 0.1], [-0.9, 0.4, 0.2], [-0.1, -0.2, 0.4], [-0.1, 0.7, -0.2], [-0.2, 0.5, 0.3], [0.7, -0.1, 0.4], [0.0, 0.5, 0.2], [0.5, 0.4, 0.9], [0.0, 0.1, 0.2], [0.0, -0.9, -0.8], [0.7, -0.3, -0.2], [0.6, 0.6, 0.9], [0.1, -0.1, 0.4], [0.2, -0.7, 0.3], [-0.5, -0.6, 0.0], [0.0, 0.2, 0.3], [0.1, 0.3, -0.1], [0.0, 0.7, 0.3], [0.1, -0.3, -0.9], [0.3, 0.0, -0.2], [0.4, -0.2, -0.2], [0.1, 0.7, 0.5], [-0.2, 0.3, -0.5], [-0.2, 0.1, 0.5], [0.0, -0.3, -0.3], [0.0, 0.3, -0.1], [0.3, -0.4, 0.6]], "mulliken_charge": [-0.773, -0.641, -0.648, -1.309, -0.817, -0.598, -0.561, -1.372, -1.493, -1.553, -0.952, 1.623, -0.024, 0.397, 0.274, 0.495, 0.359, 0.908, 0.258, 0.352, 0.385, 0.549, 0.337, 0.519, 0.291, 0.387, 0.355, 0.396, 0.372, 0.384, -0.531, 0.392, 0.251, 0.002, 0.380, 0.397, 0.506, 0.246, 0.456]}


(3)
{"formula": "C6H26O7", "method": "ωB97M-V with the def2-TZVPD basis set", "smiles": "CC(C)O.CC(C)O.O.O.O.O.O", "largest_force_ha_per_bohr": 0.044, "total_energy_ha": -770.86613, "e_above_lowest_kj_mol": 94.7, "elements": ["O", "O", "O", "O", "O", "O", "O", "C", "C", "C", "C", "C", "C", "H", "H", "H", "H", "H", "H", "H", "H", "H", "H", "H", "H", "H", "H", "H", "H", "H", "H", "H", "H", "H", "H", "H", "H", "H", "H"], "positions_angstrom": [[0.2902, 2.6265, 0.7504], [2.2340, 0.6291, 2.6514], [1.8574, -0.9954, -0.0607], [1.0947, 0.0786, -2.4408], [1.3177, 2.7621, -2.5618], [-1.8407, 1.3052, -0.4346], [-1.5500, -1.8277, 4.6263], [-1.4845, -0.0190, 3.0528], [-0.8869, 0.6463, -3.6210], [-0.2168, -1.7335, -3.0361], [0.2212, -0.3468, -3.4750], [-0.2196, -2.1947, 2.6259], [-0.7162, -1.2190, 3.6520], [1.4854, 0.9056, -2.7007], [1.9549, 0.1618, 3.4423], [-0.9637, -2.6455, 2.0010], [-1.6739, 0.4116, -4.3495], [0.8122, 2.0001, 1.2857], [-1.4601, 0.7806, -2.7361], [0.1801, -0.9404, 4.2449], [2.2508, 3.0206, -2.4784], [0.6679, -2.3684, -3.1501], [-0.3864, 1.5853, -3.9450], [0.9909, 2.5756, -1.7062], [-2.0412, 2.0269, -1.0158], [0.4508, -1.7371, 1.8997], [0.7775, -0.4508, -4.4812], [-2.3963, -0.3613, 2.6439], [2.0566, -0.0467, 1.9802], [-1.0140, 0.4739, 2.1943], [1.4940, -0.5484, -0.8351], [2.5459, -1.5649, -0.4828], [-2.3660, -2.0530, 4.1514], [-1.0094, -2.0793, -3.6709], [-0.5286, -1.7025, -1.9596], [0.5755, 3.5239, 0.9619], [-1.7445, 0.7650, 3.8136], [-1.1177, 1.5729, 0.1077], [0.3588, -3.0173, 3.0563]], "forces_ev_per_angstrom": [[0.4, -0.2, -0.1], [-0.3, -0.3, -0.3], [1.2, -0.9, -0.1], [0.4, -0.6, -0.1], [1.2, 0.6, -1.8], [-1.1, -1.3, -0.3], [-0.5, -0.4, -0.2], [1.1, 0.9, 0.8], [0.0, 1.1, -1.5], [0.6, 0.4, 0.7], [0.1, -1.2, -0.8], [0.9, -0.4, -0.6], [0.3, 0.8, 0.4], [0.2, 0.9, -0.2], [0.0, 0.2, 0.4], [-0.9, -0.2, -0.2], [0.6, -0.3, -0.3], [0.1, 0.5, 0.0], [0.1, 0.2, 1.1], [-0.5, 0.4, -0.3], [-0.5, 0.0, 0.2], [-0.3, -0.3, 0.2], [-0.8, -0.3, 0.3], [-0.5, -0.2, 1.8], [0.0, 0.6, -0.2], [0.1, 0.4, 0.0], [-0.6, 0.3, 1.4], [-1.2, -0.6, -0.4], [0.3, 0.1, -0.5], [0.4, -0.1, 0.3], [-0.4, 0.3, -0.4], [-0.8, 0.6, 0.8], [0.2, -0.1, 0.4], [-0.5, -0.4, -0.2], [0.1, -0.1, -1.0], [0.0, -0.3, 0.2], [0.4, -0.8, -0.6], [0.8, 0.7, 0.5], [-0.2, 0.1, 0.3]], "mulliken_charge": [-0.648, -0.659, -0.642, -0.536, -0.659, -0.620, -0.572, -0.872, -1.134, -1.295, 0.670, -1.019, 0.590, 0.305, 0.324, 0.366, 0.404, 0.375, 0.110, 0.054, 0.300, 0.309, 0.322, 0.350, 0.317, 0.074, 0.165, 0.389, 0.304, -0.039, 0.432, 0.280, 0.379, 0.421, 0.249, 0.254, 0.318, 0.307, 0.326]}


(4)
{"formula": "C6H27NO8", "method": "ωB97M-V with the def2-TZVPD basis set", "smiles": "CCN(CC)C(C)=O.O.O.O.O.O.O.O", "largest_force_ha_per_bohr": 0.244, "total_energy_ha": -901.35849, "e_above_lowest_kj_mol": 443.1, "elements": ["O", "O", "O", "O", "O", "O", "O", "O", "N", "C", "C", "C", "C", "C", "C", "H", "H", "H", "H", "H", "H", "H", "H", "H", "H", "H", "H", "H", "H", "H", "H", "H", "H", "H", "H", "H", "H", "H", "H", "H", "H", "H"], "positions_angstrom": [[0.3155, -0.1166, -3.0799], [2.4467, 2.6092, -2.4030], [-2.8772, 2.4669, 1.0895], [-0.9915, 3.4742, -1.2676], [-1.4323, -3.6281, -1.7081], [3.3302, -1.9135, 0.2048], [2.9674, -0.6827, -2.6785], [-0.9409, -1.0122, -0.9879], [-0.2971, -0.9298, 1.2266], [1.1683, -1.3964, 3.1351], [0.7211, -0.3102, 2.1760], [-2.6821, -0.0768, 1.6847], [-1.6246, -1.0880, 2.0217], [-0.2929, -0.4776, -0.0967], [0.5489, 0.7562, -0.3522], [0.4360, -1.9591, 3.4198], [-2.1006, 0.6905, 1.1905], [2.3843, -1.9229, -0.0003], [3.0679, 0.0251, -3.3742], [0.3331, 0.5933, 2.6639], [-0.8330, -3.0982, -1.1263], [-0.0008, -0.8437, -2.6702], [2.0026, -0.7128, -2.5905], [1.6028, 0.5416, -0.7138], [-3.4633, 2.0454, 0.4121], [2.2358, 3.3602, -1.8526], [3.8385, -1.8482, -0.6283], [0.6044, 1.4182, 0.6066], [-2.2227, -3.5793, -1.4786], [1.8337, -2.1424, 2.7590], [-1.5011, -1.1043, 3.0780], [-0.0088, 1.2312, -1.2458], [-3.3296, 0.2719, 2.4677], [-0.2240, 0.0987, -3.8243], [-1.9958, -2.0968, 1.7751], [-0.6727, 4.4377, -1.0687], [1.6706, 0.1810, 1.7287], [-1.8481, 3.6551, -1.6545], [-2.0378, 2.3844, 0.5831], [-3.3683, -0.4602, 0.9100], [1.6013, 2.1104, -2.3670], [1.6360, -0.9511, 4.0364]], "forces_ev_per_angstrom": [[2.5, 3.9, -2.1], [-1.0, -0.7, -0.1], [-0.2, 0.5, -2.1], [1.1, 2.8, 0.6], [12.2, -0.8, -3.0], [0.2, 0.0, -0.1], [0.2, 1.0, -0.9], [-0.2, -0.1, 0.9], [0.0, 1.7, 1.8], [3.9, 3.5, -0.3], [1.5, 0.3, -1.0], [0.4, -0.7, -2.0], [-0.1, -2.3, -1.9], [0.3, 0.0, 1.1], [0.0, 1.3, -0.6], [-4.9, -3.0, 2.0], [-0.6, 0.1, 0.6], [0.5, 0.0, -0.3], [0.0, -1.1, 1.2], [-0.6, -0.4, 0.4], [-1.5, -0.5, -0.7], [-2.4, -3.6, 2.1], [0.3, 0.1, -0.3], [-1.1, 0.1, 0.6], [0.2, 0.6, 1.1], [0.2, 0.5, 0.2], [-0.8, 0.1, 0.4], [-0.2, -0.9, -2.1], [-10.8, 1.1, 3.6], [1.0, 0.1, -0.9], [1.1, 0.1, 0.7], [1.1, -0.3, 1.7], [0.3, 0.3, 0.6], [-0.5, -0.1, -0.7], [0.2, 0.2, 0.1], [-0.7, -2.7, -0.4], [-1.6, -1.5, -0.1], [-0.4, -0.1, -0.2], [-0.4, 0.7, 0.6], [0.3, 0.0, 0.1], [0.8, 0.2, -0.2], [-0.2, -0.2, -0.5]], "mulliken_charge": [-0.573, -0.621, -0.664, -0.591, -0.586, -0.633, -0.640, -0.753, 0.350, -1.601, -0.481, -0.372, -0.770, 0.117, -0.733, 0.561, -0.231, 0.296, 0.316, 0.402, 0.350, 0.279, 0.360, 0.485, 0.366, 0.290, 0.316, 0.363, 0.242, 0.356, 0.463, 0.102, 0.324, 0.245, 0.344, 0.301, 0.438, 0.294, 0.258, 0.326, 0.334, 0.370]}


(5)
{"formula": "C6H28NO9", "method": "ωB97M-V with the def2-TZVPD basis set", "total_charge": 1, "largest_force_ha_per_bohr": 0.120, "total_energy_ha": -977.09480, "e_above_lowest_kj_mol": 143.1, "elements": ["O", "O", "O", "O", "O", "O", "O", "O", "O", "N", "C", "C", "C", "C", "C", "C", "H", "H", "H", "H", "H", "H", "H", "H", "H", "H", "H", "H", "H", "H", "H", "H", "H", "H", "H", "H", "H", "H", "H", "H", "H", "H", "H", "H"], "positions_angstrom": [[-2.5602, 0.7972, -1.3377], [-1.3114, -1.4956, 0.8942], [0.6486, -3.2831, 1.2446], [-1.3088, 0.4731, 2.7347], [-0.5925, 3.2541, -0.7364], [2.8036, -2.2889, -0.0280], [0.7401, 2.1368, 3.2368], [0.7526, -3.2527, -1.4676], [-2.3819, 2.1752, 0.9588], [-1.0047, -1.2316, -2.1317], [1.1470, 1.1175, 1.1640], [1.1860, -0.0343, -2.4620], [1.4082, 1.1476, -0.2343], [-0.2426, -0.2367, -3.0155], [1.2622, 2.1908, 2.0098], [1.1699, 0.0684, -0.9821], [-1.8440, -1.6280, -2.6076], [1.5653, -2.8667, -1.1493], [-0.7421, 2.4716, -1.2499], [0.8253, -0.8606, -0.4853], [0.7818, -3.6751, 2.1851], [-0.7997, 0.7449, -3.0593], [0.4663, -3.9028, -0.8202], [-3.0155, 2.7344, 1.3687], [-3.4631, 0.8937, -1.5910], [2.9244, -1.3240, -0.0781], [-1.1803, -0.2521, 2.1518], [1.8162, 3.1252, 1.8458], [-0.5316, -2.1057, 1.0062], [-1.7378, 1.1150, 2.2064], [-2.5373, 1.1640, -0.4231], [-0.2189, -0.6140, -4.0369], [-1.2852, -0.7769, -1.2546], [0.0120, 1.3473, 3.3300], [1.8211, -0.8578, -2.8213], [-0.3225, -2.0794, -1.8649], [-0.7997, 3.8764, -1.3192], [-1.7017, 2.7286, 0.5317], [1.6095, 0.9085, -2.9443], [-2.1044, -1.8972, 1.3345], [0.6458, 0.2176, 1.5659], [3.6808, -2.6523, 0.0281], [1.5131, -2.9455, 0.8886], [1.7500, 2.0831, -0.6912]], "forces_ev_per_angstrom": [[0.9, 0.1, 0.7], [-0.7, -0.5, 0.2], [0.7, -0.9, 2.1], [0.5, -0.1, 2.8], [1.3, -3.5, 3.7], [0.0, 0.7, 0.0], [-1.4, -1.3, 0.4], [-1.1, -0.2, -1.1], [0.6, -0.8, -0.4], [1.2, -1.2, -0.7], [-0.1, 1.0, 1.2], [0.3, 1.0, -1.2], [0.4, 0.1, -0.2], [-0.5, 0.7, 0.1], [-0.4, -1.5, 0.3], [-0.2, -0.9, -0.1], [0.8, 0.6, 0.5], [0.8, 0.1, 0.3], [0.0, -1.2, -0.3], [0.2, 0.8, 0.0], [-0.1, 1.1, -2.5], [0.4, -1.3, 0.4], [0.0, -0.1, 0.2], [-0.9, 0.9, 0.5], [-1.1, 0.1, -0.4], [-0.2, -0.1, 0.0], [0.2, -1.3, -1.0], [-0.4, -0.4, -0.3], [-0.8, 0.0, 0.3], [-0.8, 1.4, -1.0], [-0.2, -0.1, -0.3], [0.0, -0.2, 0.1], [-0.3, -0.1, -0.2], [1.8, 1.9, -0.8], [-0.1, 0.1, 0.1], [-1.1, 1.2, -0.5], [-1.4, 4.8, -3.6], [0.1, 0.4, 0.1], [-0.5, -1.1, 0.6], [1.2, 0.3, -0.6], [0.5, 0.7, -0.3], [0.7, -0.4, 0.1], [-0.5, -0.3, 0.9], [-0.1, -0.3, 0.1]], "mulliken_charge": [-0.554, -0.680, -0.742, -0.793, -0.556, -0.589, -0.578, -0.747, -0.756, -0.042, -0.111, -1.046, -0.299, -0.598, -0.277, 0.630, 0.394, 0.408, 0.291, -0.325, 0.306, 0.254, 0.361, 0.276, 0.250, 0.267, 0.425, 0.419, 0.431, 0.500, 0.354, 0.422, 0.164, 0.469, 0.268, 0.303, 0.207, 0.390, 0.374, 0.270, 0.139, 0.247, 0.430, 0.444]}


(6)
{"formula": "C6H2N2O8", "method": "ωB97M-V with the def2-TZVPD basis set", "smiles": "O=C1C(O)=C([N+](=O)[O-])C(=O)C(O)=C1[N+](=O)[O-]", "largest_force_ha_per_bohr": 0.091, "total_energy_ha": -941.01521, "e_above_lowest_kj_mol": 40.7, "elements": ["O", "O", "O", "O", "O", "O", "O", "O", "N", "N", "C", "C", "C", "C", "C", "C", "H", "H"], "positions_angstrom": [[1.3561, -2.4699, 0.1639], [-1.2210, 2.5349, -0.1067], [0.7359, -2.7095, -2.4065], [0.0533, 1.8836, 3.1483], [-2.0450, 1.5529, 2.4748], [0.4668, -1.0644, 2.4095], [1.1575, -0.8119, -3.3916], [-0.5069, 1.0893, -2.3431], [0.8225, -1.4735, -2.4135], [-0.8142, 1.4225, 2.3709], [-0.6250, 1.2967, -0.0325], [0.3003, -0.5249, 1.3119], [-0.2158, 0.5786, -1.2711], [-0.3648, 0.7975, 1.2153], [0.4418, -0.7488, -1.2170], [0.6912, -1.2636, 0.0594], [1.3371, -2.8742, -0.7363], [-1.5698, 2.7848, 0.7642]], "forces_ev_per_angstrom": [[-1.5, 2.4, 0.7], [0.8, -1.9, -1.2], [0.3, 0.7, 0.4], [-2.1, -1.2, -1.5], [1.6, 0.0, 0.2], [-0.1, 0.9, -2.2], [-0.4, -1.0, 1.5], [0.2, -0.3, 1.3], [-0.1, 0.9, -1.8], [0.2, 2.2, 3.1], [-0.6, 2.0, 3.2], [0.1, -0.9, 3.0], [-0.5, 0.6, -3.1], [1.1, -2.4, -3.9], [-0.1, 0.2, 3.4], [1.4, -2.1, -3.2], [-0.1, 0.0, 0.3], [-0.1, -0.1, -0.2]], "mulliken_charge": [-0.529, -0.508, -0.628, -0.489, -0.485, -0.517, -0.462, -0.499, 0.822, 0.708, 0.304, 0.494, 0.584, 0.164, -0.098, 0.323, 0.415, 0.402]}